8
Properties=species:S:1:pos:R:3:forces:R:3:mulliken_charge:R:1 method="wB97M-V/def2-TZVPD" homo_ha=-0.3083
C 0.017 -1.010 0.043 0.050 1.287 -0.810 -0.34
C 0.618 0.192 0.054 6.006 2.599 -0.479 -0.13
N -1.221 -0.273 0.078 -0.018 0.638 1.186 -0.20
N -0.480 0.981 -0.100 -2.310 -0.895 -0.182 -0.30
H 0.348 -1.956 -0.334 -0.508 -0.428 0.335 0.28
H 2.234 1.103 -0.153 -3.695 -2.487 0.652 0.21
H -2.118 -0.283 -0.344 -0.343 -0.823 -1.069 0.24
H -0.846 1.675 0.543 0.818 0.111 0.367 0.24

8
Properties=species:S:1:pos:R:3:forces:R:3:mulliken_charge:R:1 method="wB97M-V/def2-TZVPD" homo_ha=-0.3883 smiles=C1[C@@H]2NN12
C -0.138 -0.755 0.284 -0.890 -1.022 3.934 -0.22
C 0.578 0.146 -0.525 0.735 3.367 -2.086 -0.05
N -0.346 1.386 -0.241 2.214 -2.602 0.700 -0.34
N -0.837 0.061 -0.740 -0.224 -0.211 0.055 -0.28
H -0.055 -1.841 0.327 -0.125 0.074 -1.348 0.23
H -0.380 -0.508 1.380 0.392 0.305 -1.452 0.13
H 1.395 0.220 -1.280 -0.978 -0.511 0.810 0.28
H -0.217 1.292 0.795 -1.123 0.600 -0.613 0.25

9
Properties=species:S:1:pos:R:3:forces:R:3:mulliken_charge:R:1 method="wB97M-V/def2-TZVPD" homo_ha=-0.3102
C -1.194 -0.043 0.004 1.091 3.506 0.680 0.43
C 0.051 -0.823 0.124 1.689 -0.916 -1.787 -0.16
N 0.056 1.442 0.204 -0.789 -3.179 -0.645 -0.53
N 0.964 0.287 -0.132 2.668 -0.284 1.552 -0.31
O -2.347 -0.042 -0.129 0.540 -0.386 0.045 -0.35
H 0.193 -1.426 1.013 -0.351 0.093 0.547 0.25
H 0.124 -1.527 -0.748 -0.327 0.183 0.663 0.20
H 0.173 1.862 -0.710 -0.885 0.924 -0.134 0.26
H 1.981 0.271 0.373 -3.635 0.058 -0.921 0.23

9
Properties=species:S:1:pos:R:3:forces:R:3:mulliken_charge:R:1 method="wB97M-V/def2-TZVPD" homo_ha=-0.3249 smiles="C/N=N/C=O"
C -0.523 -2.694 0.569 0.761 0.828 -1.683 0.18
C 0.387 0.864 0.074 -2.327 -0.749 -0.689 -0.71
N -0.411 -1.316 0.506 -1.807 2.776 -0.073 -0.09
N 0.494 -0.530 0.333 3.321 -2.783 -0.183 -0.12
O -0.796 -3.340 1.523 -0.060 -0.648 0.576 -0.45
H -0.524 -2.958 -0.530 -0.099 -0.760 0.743 0.23
H 0.688 1.341 0.937 1.407 1.189 1.586 0.29
H -0.625 1.110 0.004 -2.171 0.616 -0.225 0.41
H 0.806 1.232 -0.847 0.976 -0.470 -0.052 0.26